[1]
DFT (ωB97M-V/def2-TZVPD) results for a structure of composition C20H44AsBF6O10PtS5 in a non-equilibrium geometry.

Structure (XYZ):
```
88
Properties=species:S:1:pos:R:3:forces:R:3:mulliken_spin:R:1
Pt -0.22803 0.53785 0.15115 -0.786 -0.018 -1.485 1.363
B -0.43898 1.37355 -2.06869 0.186 -0.201 -1.553 0.182
H -1.39976 0.90918 -1.57995 -1.301 -0.394 0.554 0.074
H -0.69793 2.34708 -2.70227 -0.487 0.472 0.141 0.015
H 0.35415 1.76504 -1.28412 1.148 0.465 0.614 0.066
H 0.01896 0.54577 -2.78489 0.350 -0.265 -0.132 -0.005
As 2.34588 2.89722 2.13751 -0.136 -0.516 0.408 0.000
F 1.03564 2.17800 1.17369 0.776 0.893 0.332 0.016
F 3.50706 1.87172 1.36597 -0.029 -0.009 -0.100 0.001
F 3.55743 3.59065 3.13456 0.088 0.050 -0.038 0.000
F 1.13997 3.87922 2.91269 -0.053 0.073 -0.138 0.001
F 2.05180 1.61648 3.29232 0.030 0.098 0.082 0.001
F 2.56512 4.06461 0.88615 -0.050 0.220 -0.012 0.000
C 1.06426 -3.68575 3.60076 -0.281 -0.282 0.855 0.001
C 1.91719 -2.82871 4.55209 0.711 -0.048 -0.617 0.000
C 1.77028 -1.38218 4.08211 -0.644 -0.289 -0.726 0.002
S 1.80832 -1.51675 2.27847 0.700 -1.138 0.136 0.020
O 3.16958 -1.34644 1.84082 -0.049 0.289 -0.146 0.002
O 0.73043 -0.80584 1.62995 -0.275 0.197 0.718 0.037
C 1.43591 -3.29800 2.18318 -0.223 0.699 0.035 0.003
H 0.01016 -3.53320 3.84564 -0.073 0.089 -0.385 0.000
H 1.27007 -4.73895 3.79409 -0.036 -0.025 -0.131 0.000
H 2.93600 -3.19971 4.40662 0.169 0.339 0.326 0.000
H 1.65366 -2.91305 5.60341 -0.083 -0.146 -0.030 0.000
H 2.53380 -0.64558 4.31026 -0.097 0.001 0.342 0.000
H 0.75123 -1.07957 4.32686 0.175 0.522 0.088 0.000
H 2.36684 -3.75916 1.86020 -0.036 -0.058 -0.039 0.000
H 0.65728 -3.41171 1.43249 0.019 -0.143 -0.003 -0.001
C -5.50079 0.20773 -0.36401 0.440 -0.391 -0.615 0.002
C -5.80097 -0.23979 1.05867 -0.465 -0.381 0.528 0.000
C -4.50733 -0.13078 1.84638 0.908 -0.359 -0.374 0.005
S -3.39354 -0.96505 0.68181 0.523 0.212 -1.032 0.013
O -3.46559 -2.40020 0.78003 -0.244 0.040 0.420 0.005
O -2.09317 -0.34358 0.77131 -0.366 -0.292 0.946 0.014
C -4.20164 -0.48534 -0.85872 -0.117 0.949 0.445 0.002
H -5.26648 1.27202 -0.38788 -0.392 0.090 0.049 0.000
H -6.30751 -0.02181 -1.05681 -0.159 0.207 0.125 0.000
H -6.06973 -1.30063 1.07814 -0.191 0.050 -0.142 0.000
H -6.64279 0.30475 1.48328 0.151 0.127 0.120 0.001
H -4.36125 -0.67448 2.77936 -0.557 -0.206 -0.028 0.000
H -4.10067 0.86662 2.01851 -0.145 0.131 -0.392 0.001
H -4.28199 -1.34245 -1.52124 -0.279 -0.220 0.310 0.000
H -3.62003 0.28201 -1.36962 0.453 -0.242 0.155 0.002
C -0.76135 -3.36565 -4.23837 0.068 0.832 -0.629 0.000
C -2.13977 -3.45479 -3.58143 0.067 -0.687 0.489 0.000
C -1.87020 -3.81625 -2.12394 0.303 0.165 0.393 0.001
S -0.30308 -2.97179 -1.70112 -0.339 -1.037 -0.719 0.014
O 0.58803 -4.05786 -1.34244 0.433 0.412 0.131 0.000
O -0.49191 -1.88383 -0.77782 -0.015 -0.188 -0.024 0.071
C 0.05233 -2.40138 -3.38268 -0.569 -0.031 0.607 -0.001
H -0.87050 -2.91623 -5.22732 0.121 -0.180 -0.083 0.000
H -0.27325 -4.33276 -4.35616 -0.125 -0.089 0.160 0.000
H -2.72656 -4.23710 -4.06224 -0.186 0.129 0.024 0.000
H -2.68700 -2.51202 -3.61520 0.126 0.070 -0.294 0.000
H -1.61399 -4.86667 -1.99497 -0.002 -0.023 -0.131 0.000
H -2.62214 -3.57088 -1.37525 -0.060 0.250 -0.137 0.000
H 1.12429 -2.33157 -3.54059 0.007 -0.093 -0.019 -0.001
H -0.40265 -1.41118 -3.45402 0.272 0.127 0.111 -0.002
C 5.07334 -1.67130 -0.97591 0.876 -0.468 -0.401 0.000
C 5.55705 -0.41630 -1.71824 -0.605 0.253 0.480 0.000
C 4.45032 0.58080 -1.38582 -0.705 0.055 0.150 0.002
S 2.94518 -0.33798 -1.76873 0.727 0.200 0.077 0.021
O 2.69053 -0.19917 -3.18121 -0.108 -0.330 -0.093 0.000
O 1.88860 -0.04988 -0.82646 0.640 -0.324 -0.016 0.033
C 3.65587 -1.97876 -1.43024 -0.439 0.426 0.036 0.001
H 5.06299 -1.51086 0.10223 0.054 0.106 -0.028 0.000
H 5.75690 -2.49526 -1.19106 -0.170 -0.155 0.105 0.000
H 5.61711 -0.62450 -2.78751 0.034 0.164 -0.038 0.000
H 6.51599 -0.04607 -1.36170 0.052 -0.132 0.006 0.000
H 4.39548 1.54011 -1.89592 0.111 -0.121 -0.238 0.000
H 4.37543 0.76444 -0.31283 0.217 0.021 0.023 -0.001
H 3.54392 -2.50763 -2.37578 0.280 -0.163 0.066 0.000
H 3.08646 -2.46068 -0.63928 -0.197 0.018 -0.152 0.000
C -0.19267 5.81088 0.05389 0.683 0.626 0.767 0.002
C -1.41301 6.18025 0.87731 -1.531 0.105 0.328 0.000
C -1.95637 4.87728 1.43720 0.657 -0.683 0.274 0.005
S -1.94575 3.74350 0.03122 0.573 1.742 -0.295 -0.005
O -3.06328 3.98074 -0.85011 -0.320 -0.295 0.287 0.005
O -1.70636 2.39747 0.51956 -0.322 0.001 0.361 0.033
C -0.47657 4.53219 -0.70756 0.250 -1.048 -0.589 -0.002
H 0.66380 5.61346 0.70463 -0.269 -0.101 0.293 0.000
H 0.14785 6.69546 -0.48585 -0.241 -0.371 -0.742 0.000
H -2.24444 6.62152 0.31389 0.367 0.012 -0.526 0.000
H -1.26805 6.90969 1.67482 0.535 -0.194 0.072 0.000
H -2.91744 4.89727 1.94400 -0.099 0.026 -0.188 0.000
H -1.19121 4.44011 2.08898 -0.181 -0.067 0.159 -0.001
H -0.61966 4.61634 -1.78275 -0.484 0.169 0.077 0.000
H 0.29292 3.76604 -0.61750 0.241 0.281 0.255 0.000
```
Positions in Å, forces in eV/Å.

**E_tot**: -6510.838687 Ha
**Multiplicity**: 3
**Lowest unoccupied orbital energy (spin up / spin down)**: 0.2 / -0.7 eV
**Molar mass**: 999.7 g/mol
**ΔE to the lowest compared entry with this formula, charge and spin**: 0.0 kJ/mol
**Frontier orbital gap (spin up / spin down)**: 8.96 / 7.88 eV
**<S²>**: 2.003



[2]
DFT (ωB97M-V/def2-TZVPD) results for a structure of composition C20H44ClN6O8PS2Ti.

Structure (XYZ):
```
83
Properties=species:S:1:pos:R:3:forces:R:3:lowdin_charge:R:1
Ti -0.46612 -0.66001 0.36909 -0.011 -0.223 0.164 0.966
O -0.33403 1.01916 4.28120 0.005 0.045 -0.008 -0.424
Cl -0.53239 -0.10840 3.40289 -0.007 -0.226 0.254 0.909
O -1.88028 -0.63859 3.52110 0.025 0.072 0.041 -0.428
O -0.46857 0.51737 1.96289 0.065 0.214 -0.465 -0.543
O -0.37579 -2.05236 1.20241 -0.058 0.075 -0.056 -0.375
O -2.32217 -0.11593 0.00485 -0.125 -0.100 0.154 -0.264
N -3.12102 0.62984 0.80437 -0.007 0.037 -0.150 -0.165
C -3.95784 -0.04713 1.62351 0.064 0.071 -0.030 -0.053
C -4.85700 0.59925 2.40899 -0.019 -0.088 0.077 -0.063
C -4.87676 2.00275 2.37306 -0.006 0.061 -0.013 -0.066
C -4.02505 2.66937 1.54523 -0.070 -0.011 0.015 -0.096
C -3.11235 1.99548 0.69086 0.271 0.026 -0.129 -0.703
S -2.09957 2.80805 -0.38211 -0.092 0.015 0.114 0.664
H -3.81635 -1.11228 1.61341 0.009 -0.070 0.009 0.110
H -5.49328 0.02949 3.06887 -0.003 0.007 -0.009 0.106
H -5.56209 2.55515 3.00277 0.000 -0.006 0.005 0.107
H -4.01122 3.74706 1.48413 -0.021 -0.001 0.028 0.097
C -0.36603 0.97753 -2.47988 0.003 -0.026 -0.118 -0.116
O 0.41295 0.70882 -1.31399 -0.028 0.006 0.139 -0.294
C 1.77328 0.48073 -1.62028 0.028 0.068 0.038 -0.179
C 2.48878 0.34121 -0.30657 -0.002 0.082 -0.048 -0.156
O 1.76832 -0.63774 0.43871 -0.043 -0.031 -0.112 -0.296
C 2.42985 -0.97206 1.66426 -0.053 -0.012 0.077 -0.060
H -0.09149 1.95694 -2.87952 0.006 -0.003 0.026 0.099
H -1.40619 0.99599 -2.17375 0.016 -0.020 -0.019 0.034
H -0.17746 0.20355 -3.22812 0.008 -0.012 0.012 0.081
H 2.18129 1.32556 -2.18555 0.004 -0.008 -0.012 0.138
H 1.86483 -0.43028 -2.22423 0.000 -0.012 0.003 0.134
H 2.50008 1.28035 0.25625 -0.002 -0.017 -0.002 0.094
H 3.51277 -0.00689 -0.46917 0.029 0.013 0.031 0.141
H 2.51664 -0.08302 2.29131 -0.012 -0.001 0.000 0.067
H 3.42234 -1.36630 1.43521 0.010 -0.002 -0.006 0.101
H 1.82271 -1.72980 2.15043 -0.006 0.012 0.003 0.082
C -3.81008 -3.54394 -1.67660 -0.041 0.122 -0.071 -0.080
N -2.58385 -3.64546 -0.89830 0.358 -0.014 -0.029 -0.268
C -2.83648 -3.74400 0.53542 -0.110 -0.044 0.080 -0.099
P -1.13467 -3.19613 -1.55367 -0.185 -0.220 -0.054 0.591
O -0.70414 -1.75273 -1.43685 0.026 0.075 -0.009 -0.333
N -0.00285 -4.24238 -0.96798 -0.198 0.080 0.031 -0.289
C -0.23757 -5.26974 0.03089 -0.071 -0.037 -0.034 -0.100
C 1.39003 -3.84158 -1.10601 -0.022 0.148 -0.068 -0.083
N -1.26674 -3.50887 -3.16887 0.117 0.016 -0.075 -0.314
C -1.46896 -4.87266 -3.62317 0.014 0.040 -0.002 -0.099
C -1.55176 -2.48887 -4.16227 0.008 0.025 0.094 -0.092
H -4.41196 -2.70317 -1.31953 -0.014 -0.009 -0.020 0.092
H -4.39949 -4.45959 -1.58069 0.023 -0.008 0.043 0.093
H -3.59702 -3.38042 -2.73044 -0.024 -0.032 0.065 0.059
H -3.61789 -3.03746 0.81616 -0.011 0.065 -0.008 0.071
H -1.95455 -3.50495 1.11872 0.045 0.001 -0.009 0.052
H -3.19387 -4.74680 0.78778 0.012 -0.011 -0.009 0.091
H -1.23189 -5.69647 -0.10203 0.090 0.032 0.109 0.074
H -0.12637 -4.88304 1.04912 -0.048 -0.023 -0.028 0.087
H 0.49415 -6.06558 -0.11630 0.005 -0.042 -0.024 0.085
H 1.50766 -3.21699 -1.99233 0.017 0.020 0.037 0.081
H 2.01189 -4.72892 -1.23882 -0.026 -0.016 0.041 0.087
H 1.73060 -3.27675 -0.23395 0.031 -0.018 0.011 0.078
H -1.23981 -5.57270 -2.82241 0.013 -0.012 -0.013 0.076
H -0.80983 -5.08953 -4.46789 -0.018 0.003 -0.003 0.088
H -2.50477 -5.03453 -3.94390 0.014 -0.022 -0.006 0.083
H -1.48886 -1.50716 -3.70104 0.011 0.003 -0.056 0.061
H -2.55677 -2.61479 -4.58169 -0.008 -0.001 0.005 0.083
H -0.83540 -2.55202 -4.98567 0.009 0.023 0.003 0.089
C 1.08833 4.17868 0.26362 -0.049 -0.084 -0.017 -0.110
N 2.45854 4.54414 0.58252 0.036 0.030 0.029 -0.222
C 3.20992 5.09498 -0.53151 -0.018 -0.024 -0.019 -0.064
C 3.06389 4.07588 1.70710 -0.152 -0.048 -0.047 -0.786
S 2.40551 2.83950 2.61846 0.127 -0.003 -0.011 0.719
N 4.23786 4.70467 2.03882 0.012 0.030 0.029 -0.232
C 4.31782 6.15949 1.97015 -0.014 0.054 0.030 -0.064
C 5.06328 4.13964 3.08998 0.054 -0.010 0.006 -0.119
H 0.63698 4.98709 -0.31347 0.004 -0.021 -0.009 0.091
H 0.51193 4.01426 1.16733 -0.004 0.022 0.023 0.055
H 1.03584 3.25416 -0.32046 -0.010 0.002 -0.014 0.064
H 2.97503 4.52237 -1.43350 0.005 0.001 0.002 0.087
H 4.27727 5.02253 -0.34183 -0.001 0.001 -0.015 0.085
H 2.95107 6.13969 -0.72377 0.004 -0.002 -0.006 0.090
H 3.45881 6.56760 1.44582 0.037 -0.010 0.032 0.079
H 5.23064 6.48648 1.46710 -0.002 -0.017 -0.009 0.090
H 4.31792 6.57324 2.98334 0.009 -0.015 0.002 0.093
H 5.15668 3.06539 2.95982 -0.014 0.008 -0.013 0.062
H 4.64305 4.32400 4.08331 -0.018 0.007 -0.009 0.084
H 6.05010 4.60056 3.02693 0.003 0.000 0.004 0.085
```
Positions in Å, forces in eV/Å.

**E_tot**: -4166.246293 Ha
**Lowest unoccupied orbital energy**: 0.3 eV
**Molar mass**: 675.0 g/mol
**ΔE to the lowest compared entry with this formula, charge and spin**: 95.4 kJ/mol
**Frontier orbital gap**: 7.08 eV